(1)
C24H35CsN4O5Se2 | wB97M-V/def2-TZVPD

Computed properties:
* DFT total energy: -6353.8400 a.u.
* F_max: 0.95 eV/Å
* LUMO: 0.19 eV
* HOMO-LUMO gap: 7.745 eV
* relative energy (zero: lowest compared OMol25 entry of this formula, charge and spin): 17.3 kcal per mole

The geometry in ORCA input format:
```
! wB97M-V def2-TZVPD RIJCOSX def2/J DEFGRID3
* xyz 0 1
Cs -2.893 0.730 1.106
O -3.100 7.490 1.234
C -2.966 6.154 1.092
O -1.909 5.594 1.178
C -4.305 5.531 0.807
O -4.202 4.147 0.719
C -5.499 3.596 0.440
C -5.310 2.082 0.300
O -5.557 1.395 1.317
O -4.762 1.681 -0.751
H -2.220 7.846 1.427
H -4.683 5.975 -0.125
H -4.993 5.844 1.604
H -5.880 4.029 -0.492
H -6.171 3.830 1.270
C 0.385 1.134 -1.722
N 0.477 2.465 -1.166
C 0.087 3.647 -1.770
C 0.416 4.642 -0.925
N 1.001 4.062 0.184
C 1.500 4.759 1.353
C 1.024 2.720 0.043
Se 1.641 1.484 1.259
H 0.039 1.197 -2.751
H -0.298 0.527 -1.130
H 1.367 0.662 -1.686
H -0.389 3.665 -2.734
H 0.270 5.704 -0.996
H 1.419 5.827 1.172
H 2.537 4.479 1.527
H 0.904 4.493 2.223
C -2.076 -5.329 -0.190
C -0.716 -5.101 -0.837
C -0.754 -4.077 -1.969
C -0.923 -2.637 -1.492
N 0.256 -2.155 -0.786
C 0.370 -1.944 0.555
Se -0.966 -2.068 1.807
N 1.638 -1.539 0.795
C 2.184 -1.246 2.115
C 2.551 -2.490 2.914
C 3.541 -3.445 2.239
C 2.906 -4.433 1.260
C 2.337 -1.452 -0.399
C 3.621 -1.024 -0.694
C 3.996 -1.019 -2.029
C 3.117 -1.424 -3.037
C 1.831 -1.848 -2.741
C 1.462 -1.854 -1.405
H -2.017 -6.095 0.584
H -2.810 -5.657 -0.930
H -2.448 -4.422 0.288
H -0.334 -6.045 -1.233
H 0.004 -4.779 -0.078
H -1.584 -4.307 -2.644
H 0.157 -4.144 -2.570
H -1.763 -2.542 -0.805
H -1.098 -1.965 -2.336
H 1.436 -0.656 2.645
H 3.054 -0.610 1.952
H 1.635 -3.026 3.170
H 2.972 -2.133 3.857
H 4.043 -4.021 3.019
H 4.332 -2.873 1.741
H 2.069 -4.952 1.732
H 3.630 -5.186 0.945
H 2.530 -3.953 0.356
H 4.304 -0.692 0.075
H 4.990 -0.687 -2.296
H 3.448 -1.404 -4.066
H 1.146 -2.159 -3.519
*
```

What are the Löwdin partial charges on each atom? They are as follows, in elementary charge units:
1 Cs 1.07
2 O 0.11
3 C -0.48
4 O 0.12
5 C -0.15
6 O -0.12
7 C -0.12
8 C -0.86
9 O -0.20
10 O -0.19
11 H 0.13
12 H 0.15
13 H 0.15
14 H 0.13
15 H 0.13
16 C -0.02
17 N -0.12
18 C -0.03
19 C -0.05
20 N -0.12
21 C -0.04
22 C -0.70
23 Se 0.80
24 H 0.10
25 H 0.07
26 H 0.08
27 H 0.12
28 H 0.12
29 H 0.09
30 H 0.08
31 H 0.09
32 C -0.11
33 C -0.25
34 C -0.18
35 C -0.15
36 N -0.02
37 C -0.71
38 Se 0.59
39 N -0.07
40 C -0.29
41 C -0.18
42 C -0.24
43 C -0.10
44 C -0.21
45 C -0.01
46 C -0.08
47 C -0.08
48 C -0.02
49 C -0.19
50 H 0.07
51 H 0.08
52 H 0.04
53 H 0.11
54 H 0.09
55 H 0.12
56 H 0.10
57 H 0.08
58 H 0.13
59 H 0.04
60 H 0.07
61 H 0.09
62 H 0.12
63 H 0.10
64 H 0.10
65 H 0.08
66 H 0.07
67 H 0.05
68 H 0.11
69 H 0.10
70 H 0.10
71 H 0.11

***

(2)
C24H35F15MgO12 | wB97M-V/def2-TZVPD

Computed properties:
* DFT total energy: -3536.4785 a.u.
* F_max: 6.83 eV/Å
* LUMO: -0.23 eV
* HOMO-LUMO gap: 6.789 eV
* relative energy (zero: lowest compared OMol25 entry of this formula, charge and spin): 12.0 kcal per mole

The geometry in ORCA input format:
```
! wB97M-V def2-TZVPD RIJCOSX def2/J DEFGRID3
* xyz 0 1
Mg 0.143 -0.788 0.483
C -1.091 -1.407 -3.453
C -1.868 -1.030 -2.244
O -1.202 -0.886 -1.032
H -0.412 -0.558 -3.533
H -1.555 -1.516 -4.433
H -0.687 -2.394 -3.227
H -2.614 -1.772 -1.955
H -2.431 -0.101 -2.332
C 2.518 -2.469 3.464
C 1.825 -1.092 3.339
O 1.132 -0.835 2.136
H 3.235 -2.706 2.678
H 1.852 -3.331 3.434
H 3.061 -2.374 4.404
H 2.672 -0.437 3.543
H 1.128 -0.959 4.166
C 4.895 1.499 0.506
C 3.562 0.715 0.321
O 3.721 -0.057 -0.870
C 2.699 -0.764 -1.450
O 1.584 -0.819 -0.936
C 3.151 -1.247 -2.868
F 4.253 -0.574 -3.355
F 3.381 -2.597 -2.764
F 2.117 -1.177 -3.681
H 5.292 2.161 -0.263
H 5.751 0.839 0.369
H 4.930 1.998 1.474
H 2.780 1.465 0.197
H 3.225 0.085 1.144
C -3.854 3.043 0.183
C -2.649 2.174 -0.115
O -1.567 2.917 0.461
C -0.398 2.283 0.939
O 0.051 1.207 0.463
C 0.300 3.149 1.910
F -0.215 4.355 1.957
F 0.225 2.621 3.164
F 1.562 3.280 1.597
H -3.802 3.272 1.247
H -4.822 2.549 0.099
H -3.756 4.066 -0.181
H -2.626 2.170 -1.205
H -2.692 1.133 0.205
C -1.841 -4.126 2.581
C -1.762 -4.850 1.227
O -0.474 -5.103 0.810
C 0.183 -4.075 0.252
O -0.013 -2.914 0.427
C 1.349 -4.573 -0.691
F 1.606 -5.936 -0.686
F 1.039 -4.202 -2.035
F 2.466 -3.958 -0.337
H -1.592 -3.071 2.470
H -1.282 -4.640 3.362
H -2.917 -4.150 2.756
H -2.336 -4.338 0.455
H -2.181 -5.856 1.220
C -1.858 -1.374 6.170
C -1.546 -1.304 4.685
O -2.871 -1.310 4.098
C -2.980 -0.818 2.801
O -1.983 -0.433 2.170
C -4.316 -1.109 2.047
F -5.288 -1.325 2.891
F -4.671 -0.039 1.366
F -4.259 -2.214 1.312
H -1.048 -1.731 6.806
H -2.643 -2.090 6.409
H -2.150 -0.372 6.486
H -1.081 -2.248 4.402
H -0.937 -0.446 4.400
C 0.074 5.635 -6.917
C 0.241 5.743 -5.395
O 0.377 4.476 -4.746
C 1.654 3.915 -4.529
O 2.698 4.459 -4.808
C 1.688 2.779 -3.589
F 2.642 3.037 -2.625
F 0.490 2.585 -2.939
F 2.052 1.627 -4.204
H -0.736 4.939 -7.133
H 0.884 5.085 -7.398
H -0.145 6.639 -7.280
H -0.534 6.325 -4.897
H 1.197 6.266 -5.381
*
```

What are the Löwdin partial charges on each atom? They are as follows, in elementary charge units:
1 Mg 0.61
2 C -0.09
3 C -0.46
4 O -0.36
5 H 0.06
6 H 0.07
7 H 0.07
8 H 0.09
9 H 0.08
10 C -0.09
11 C -0.40
12 O -0.35
13 H 0.06
14 H 0.05
15 H 0.06
16 H 0.09
17 H 0.07
18 C -0.05
19 C -0.17
20 O 0.02
21 C -0.23
22 O 0.10
23 C -0.46
24 F 0.15
25 F 0.13
26 F 0.18
27 H 0.07
28 H 0.07
29 H 0.08
30 H 0.11
31 H 0.11
32 C -0.06
33 C -0.20
34 O 0.02
35 C -0.18
36 O 0.08
37 C -0.58
38 F 0.20
39 F 0.16
40 F 0.21
41 H 0.07
42 H 0.08
43 H 0.08
44 H 0.12
45 H 0.10
46 C -0.03
47 C -0.22
48 O 0.05
49 C -0.31
50 O 0.14
51 C -0.39
52 F 0.13
53 F 0.09
54 F 0.18
55 H 0.05
56 H 0.09
57 H 0.08
58 H 0.14
59 H 0.13
60 C -0.06
61 C -0.20
62 O 0.00
63 C -0.25
64 O 0.11
65 C -0.59
66 F 0.19
67 F 0.19
68 F 0.19
69 H 0.08
70 H 0.08
71 H 0.08
72 H 0.11
73 H 0.12
74 C -0.07
75 C -0.21
76 O 0.00
77 C -0.31
78 O 0.17
79 C -0.47
80 F 0.13
81 F 0.14
82 F 0.16
83 H 0.07
84 H 0.08
85 H 0.08
86 H 0.13
87 H 0.11

***

(3)
C24H35KN7O8S | wB97M-V/def2-TZVPD

Computed properties:
* DFT total energy: -2919.0144 a.u.
* F_max: 1.36 eV/Å
* LUMO: 1.97 eV
* HOMO-LUMO gap: 6.791 eV
* relative energy (zero: lowest compared OMol25 entry of this formula, charge and spin): 40.4 kcal per mole

The geometry in ORCA input format:
```
! wB97M-V def2-TZVPD RIJCOSX def2/J DEFGRID3
* xyz -1 1
K 0.194 0.378 -0.020
C -4.715 -0.066 -3.363
N -3.347 -0.474 -3.161
C -2.600 -1.017 -4.288
C -2.652 -0.143 -2.046
O -1.464 -0.333 -1.923
C -3.439 0.478 -0.885
O -2.508 0.792 0.113
C -3.051 1.378 1.262
C -1.952 2.226 1.911
O -0.950 2.497 1.287
N -2.171 2.645 3.177
C -3.380 2.345 3.906
C -1.113 3.391 3.841
H -5.092 -0.586 -4.244
H -4.818 1.010 -3.540
H -5.353 -0.345 -2.523
H -3.164 -1.839 -4.731
H -1.632 -1.384 -3.946
H -2.440 -0.249 -5.048
H -4.196 -0.240 -0.529
H -3.973 1.381 -1.214
H -3.426 0.606 1.948
H -3.896 2.042 1.016
H -4.271 2.429 3.284
H -3.482 3.072 4.713
H -3.356 1.348 4.358
H -0.152 3.132 3.398
H -1.094 3.101 4.891
H -1.291 4.466 3.774
N 4.152 -2.712 -8.816
C 3.831 -2.201 -7.535
C 3.638 -0.838 -7.344
C 3.273 -0.352 -6.097
C 3.108 -1.212 -5.021
C 3.294 -2.576 -5.205
C 3.649 -3.058 -6.456
S 1.209 -0.945 -3.098
O 0.721 -2.144 -3.815
O 2.807 -0.679 -3.806
N 1.605 -1.174 -1.591
C 2.124 -2.365 -1.138
N 2.746 -3.234 -1.943
C 3.201 -4.338 -1.380
C 3.080 -4.622 -0.032
C 2.444 -3.654 0.724
N 1.972 -2.540 0.192
H 4.678 -2.053 -9.376
H 4.667 -3.583 -8.765
H 3.764 -0.156 -8.178
H 3.114 0.707 -5.943
H 3.145 -3.231 -4.365
H 3.783 -4.125 -6.594
H 3.702 -5.042 -2.040
H 3.462 -5.535 0.401
H 2.306 -3.769 1.793
C 2.173 -1.280 3.573
C 0.989 -0.454 3.084
C -0.041 -0.252 4.175
O 0.310 -1.163 2.032
C 1.595 0.929 2.610
O 1.723 1.794 3.485
O 1.939 0.989 1.404
H 1.818 -2.235 3.973
H 2.708 -0.738 4.353
H 2.869 -1.468 2.758
H -0.274 -1.205 4.658
H -0.967 0.136 3.744
H 0.318 0.466 4.908
H 0.990 -1.541 1.428
C 2.169 2.308 -1.877
C 0.943 2.695 -2.619
N -0.018 2.990 -3.169
H 2.563 1.375 -2.273
H 1.963 2.203 -0.810
H 2.924 3.083 -2.001
*
```

What are the Löwdin partial charges on each atom? They are as follows, in elementary charge units:
1 K 0.84
2 C -0.06
3 N -0.14
4 C -0.02
5 C -0.41
6 O -0.01
7 C -0.11
8 O -0.17
9 C -0.12
10 C -0.44
11 O 0.05
12 N -0.14
13 C -0.06
14 C -0.03
15 H 0.09
16 H 0.09
17 H 0.08
18 H 0.09
19 H 0.06
20 H 0.10
21 H 0.14
22 H 0.14
23 H 0.14
24 H 0.14
25 H 0.08
26 H 0.09
27 H 0.09
28 H 0.07
29 H 0.09
30 H 0.09
31 N 0.06
32 C -0.35
33 C -0.06
34 C -0.02
35 C -0.37
36 C -0.02
37 C -0.04
38 S 0.87
39 O -0.46
40 O -0.29
41 N -0.27
42 C -0.44
43 N 0.13
44 C -0.14
45 C -0.08
46 C -0.13
47 N 0.11
48 H 0.07
49 H 0.07
50 H 0.10
51 H 0.11
52 H 0.09
53 H 0.10
54 H 0.10
55 H 0.09
56 H 0.10
57 C -0.03
58 C -0.52
59 C -0.03
60 O -0.13
61 C -0.67
62 O -0.03
63 O -0.16
64 H 0.08
65 H 0.09
66 H 0.08
67 H 0.08
68 H 0.07
69 H 0.08
70 H 0.02
71 C -0.05
72 C -0.28
73 N 0.12
74 H 0.05
75 H 0.05
76 H 0.08